*i*
This record from the OMol25 dataset describes 2 unconnected molecules or ions with the total composition C3H9O2. The level of theory is ωB97M-V/def2-TZVPD.

```
! wB97M-V def2-TZVPD RIJCOSX def2/J DEFGRID3
* xyz -1 1
O 1.08 -0.71 1.34
O -1.37 -0.67 -1.51
C -1.26 0.27 -0.46
C 2.18 -1.31 1.62
C -1.36 1.69 -1.21
H -0.31 2.15 -1.11
H -0.46 0.35 0.15
H -0.64 -1.18 -1.59
H -1.45 1.74 -2.32
H -2.08 2.38 -0.72
H 2.32 -1.41 2.76
H 2.36 -2.41 1.39
H 3.12 -0.88 1.41
H -2.14 -0.01 0.25
*
```

Results
molecular weight	77.10	g mol⁻¹
E_HOMO	-0.0765	Eh

*ii*
This record from the OMol25 dataset describes 2 unconnected molecules or ions with the total composition C3H9O2. The level of theory is ωB97M-V/def2-TZVPD.

```
! wB97M-V def2-TZVPD RIJCOSX def2/J DEFGRID3
* xyz -1 1
O -1.46 1.22 0.50
O 0.73 0.31 -0.63
C 0.53 -1.04 -0.64
C 1.77 -1.89 -1.13
C -1.72 2.25 1.50
H 2.35 -2.00 -0.12
H -0.47 0.90 0.14
H -0.88 2.89 1.32
H 1.46 -2.95 -1.45
H -2.62 2.91 1.07
H 0.21 -1.70 0.27
H 2.31 -1.36 -1.96
H -0.22 -1.43 -1.43
H -2.01 1.89 2.57
*
```

Results
molecular weight	77.10	g mol⁻¹
E_HOMO	-0.1207	Eh

Which structure is the most stable? The one labeled *ii*.

*i*
This record from the OMol25 dataset describes 2 unconnected molecules or ions with the total composition C3H9O2. The level of theory is ωB97M-V/def2-TZVPD.

```
! wB97M-V def2-TZVPD RIJCOSX def2/J DEFGRID3
* xyz -1 1
O -1.08 1.31 1.01
O 0.41 -0.59 0.27
C 0.68 -1.87 -1.80
C -0.55 1.91 2.16
C 0.19 -0.59 -1.07
H -0.09 -2.43 -2.34
H 1.03 -2.54 -1.04
H 0.17 1.27 2.66
H 0.76 0.23 -1.57
H 1.44 -1.64 -2.54
H -1.36 2.04 2.90
H -0.87 -0.39 -1.34
H -0.12 2.88 1.90
H -0.60 0.41 0.80
*
```

Results
molecular weight	77.10	g mol⁻¹
E_HOMO	-0.1079	Eh

*ii*
This record from the OMol25 dataset describes 2 unconnected molecules or ions with the total composition C3H9O2. The level of theory is ωB97M-V/def2-TZVPD.

```
! wB97M-V def2-TZVPD RIJCOSX def2/J DEFGRID3
* xyz -1 1
O -1.49 -0.45 0.15
O 0.73 -1.27 -0.47
C -2.07 0.64 0.73
C 1.61 -0.31 0.00
C 1.25 1.11 -0.50
H 2.14 1.74 -0.63
H -0.46 -0.73 -0.15
H -2.41 1.41 0.03
H -2.93 0.33 1.35
H 0.70 1.04 -1.46
H 2.63 -0.53 -0.36
H 1.69 -0.27 1.11
H 0.48 1.71 -0.01
H -1.35 1.05 1.46
*
```

Results
molecular weight	77.10	g mol⁻¹
E_HOMO	-0.1249	Eh

Which structure is the most stable? The one labeled *i*.

*i*
This record from the OMol25 dataset describes a gas-phase ion, C4H8N (charge +1). The level of theory is ωB97M-V/def2-TZVPD.

```
! wB97M-V def2-TZVPD RIJCOSX def2/J DEFGRID3
* xyz 1 1
N -0.32 0.31 -0.52
C 0.89 1.12 -0.62
C 0.64 0.05 0.41
C 0.99 -0.86 1.44
C -1.59 0.10 -1.04
H 1.31 -0.23 2.35
H -1.90 0.92 -1.73
H -1.66 -0.92 -1.42
H -2.49 0.07 -0.35
H 0.88 2.22 -0.30
H 1.66 0.75 -1.39
H 0.06 -1.32 1.67
H 1.87 -1.62 1.45
*
```

Results
molecular weight	70.11	g mol⁻¹
E_HOMO	-0.5707	Eh
SMILES	CC1=[N+](C)C1

*ii*
This record from the OMol25 dataset describes 2 unconnected molecules or ions with the total composition C4H8N. The level of theory is ωB97M-V/def2-TZVPD.

```
! wB97M-V def2-TZVPD RIJCOSX def2/J DEFGRID3
* xyz 1 1
N 0.22 -0.31 -0.55
C 1.56 0.41 -0.49
C -2.25 -0.21 0.15
C 1.16 -0.57 0.50
C -1.03 0.17 -0.07
H 2.35 0.12 -1.18
H 0.19 -0.76 -1.47
H 1.60 -1.62 0.46
H 1.52 1.39 -0.07
H -0.41 2.46 0.83
H 0.60 -0.40 1.50
H -2.66 -1.18 -0.20
H -2.85 0.50 0.60
*
```

Results
molecular weight	70.11	g mol⁻¹
E_HOMO (alpha / beta)	-0.5256 / -0.5521	Eh

Which structure is the most stable? The one labeled *i*.

*i*
This record from the OMol25 dataset describes a gas-phase ion, C4H8N (charge +1). The level of theory is ωB97M-V/def2-TZVPD.

```
! wB97M-V def2-TZVPD RIJCOSX def2/J DEFGRID3
* xyz 1 1
N -0.40 0.17 -0.65
C 1.56 -0.08 0.26
C 0.64 1.04 0.09
C 0.92 -0.95 -0.49
C -1.46 -0.32 0.27
H 0.80 -2.03 -0.50
H -1.39 0.38 1.08
H -0.81 0.34 -1.59
H 0.97 1.91 -0.49
H 0.21 1.41 0.98
H -1.16 -1.38 0.60
H -2.43 -0.34 -0.34
H 2.55 -0.15 0.79
*
```

Results
molecular weight	70.11	g mol⁻¹
E_HOMO	-0.5741	Eh
SMILES	C[N@@H+]1C=CC1

*ii*
This record from the OMol25 dataset describes 2 unconnected molecules or ions with the total composition C4H8N. The level of theory is ωB97M-V/def2-TZVPD.

```
! wB97M-V def2-TZVPD RIJCOSX def2/J DEFGRID3
* xyz 1 1
N -0.15 0.18 -0.37
C 0.70 -0.99 -0.40
C -1.56 0.01 -0.25
C 0.93 1.16 -0.01
C 0.94 -0.07 0.66
H -2.22 0.81 -0.60
H 1.67 1.37 -0.91
H -1.69 -0.16 0.88
H 0.71 2.07 0.59
H 1.39 -0.95 -1.26
H -1.72 -0.99 -0.76
H 0.71 -0.51 2.62
H 0.29 -1.96 -0.19
*
```

Results
molecular weight	70.11	g mol⁻¹
E_HOMO (alpha / beta)	-0.5713 / -0.5722	Eh

*iii*
This record from the OMol25 dataset describes a molecular structure, C4H8N. The level of theory is ωB97M-V/def2-TZVPD.

```
! wB97M-V def2-TZVPD RIJCOSX def2/J DEFGRID3
* xyz 1 1
N -1.17 -1.12 0.00
C 1.08 0.38 -0.75
C -0.41 -0.08 0.32
C -0.65 1.21 -0.14
C 0.98 -0.43 0.61
H 1.76 1.21 -0.99
H 1.49 0.17 1.42
H 0.96 -0.35 -1.62
H -1.45 1.36 -0.84
H 1.30 -1.45 0.69
H -2.12 -1.12 -0.48
H -0.79 -2.06 0.28
H -0.19 2.08 0.41
*
```

Results
molecular weight	70.11	g mol⁻¹
E_HOMO	-0.5645	Eh

Which structure is the most stable? The one labeled *iii*.

*i*
This record from the OMol25 dataset describes 2 unconnected molecules or ions with the total composition C5H7Cl3O. The level of theory is ωB97M-V/def2-TZVPD.

```
! wB97M-V def2-TZVPD RIJCOSX def2/J DEFGRID3
* xyz 0 1
Cl 1.76 1.29 -1.67
Cl 0.05 0.04 -3.65
Cl -1.84 -1.59 -1.91
O -0.95 2.86 -1.05
C 0.56 -0.70 1.27
C -0.51 -1.38 -0.94
C -0.90 1.95 -1.97
C -0.54 -1.08 0.34
C 0.14 1.19 -2.30
H 0.24 -0.02 1.97
H 0.42 -1.21 -1.41
H 1.31 -0.21 0.71
H -0.09 3.17 -0.87
H -1.38 -1.31 0.95
H -1.77 1.64 -2.53
H 1.06 -1.65 1.69
*
```

Results
molecular weight	189.47	g mol⁻¹
E_HOMO	-0.3272	Eh
SMILES	OC=C(Cl)Cl.C/C=C/Cl

*ii*
This record from the OMol25 dataset describes C5H7Cl3O in the gas phase. The level of theory is ωB97M-V/def2-TZVPD.

```
! wB97M-V def2-TZVPD RIJCOSX def2/J DEFGRID3
* xyz 0 1
Cl -2.43 -1.71 0.05
Cl -2.47 0.25 -2.13
Cl 0.06 -3.09 -0.60
O 0.52 -0.63 -2.06
C -0.60 -1.55 -0.05
C 0.85 0.10 0.32
C -0.11 -0.29 -0.87
C 0.12 -0.96 1.21
C -1.17 0.79 -1.01
H 0.30 -1.56 -2.13
H 0.71 1.07 0.65
H 1.92 -0.18 0.08
H 0.79 -1.69 1.68
H -0.39 -0.60 2.03
H -0.61 1.62 -1.42
H -1.61 1.14 -0.10
*
```

Results
molecular weight	189.47	g mol⁻¹
E_HOMO	-0.3635	Eh
SMILES	O[C@]1(CCl)CCC1(Cl)Cl

Which structure is the most stable? The one labeled *ii*.

*i*
This record from the OMol25 dataset describes 3 unconnected molecules or ions with the total composition CH7NO2. The level of theory is ωB97M-V/def2-TZVPD.

```
! wB97M-V def2-TZVPD RIJCOSX def2/J DEFGRID3
* xyz 0 1
O -0.57 -0.27 5.28
O 0.06 -0.73 0.02
N 0.79 0.13 -3.07
C -0.18 0.87 -3.36
H -0.26 1.33 -4.35
H 0.99 -0.51 -0.06
H -1.13 0.94 -2.85
H -0.15 -0.78 -0.93
H -0.34 0.47 5.85
H 1.44 0.15 -3.85
H -0.89 0.12 4.47
*
```

Results
molecular weight	65.07	g mol⁻¹
E_HOMO	-0.3956	Eh
SMILES	C=N.O.O

*ii*
This record from the OMol25 dataset describes 3 unconnected molecules or ions with the total composition CH7NO2. The level of theory is ωB97M-V/def2-TZVPD.

```
! wB97M-V def2-TZVPD RIJCOSX def2/J DEFGRID3
* xyz 0 1
O -0.85 2.02 1.93
O 1.23 1.45 -1.27
N -0.65 -1.52 -0.70
C -0.14 -2.56 -0.10
H -0.20 2.62 1.39
H -0.24 1.48 2.39
H 0.93 -2.77 0.02
H -0.65 -3.55 0.18
H 1.83 0.84 -1.71
H -0.27 -1.44 -1.62
H 0.92 1.00 -0.43
*
```

Results
molecular weight	65.07	g mol⁻¹
E_HOMO	-0.3357	Eh
SMILES	C=N.O.O

Which structure is the most stable? The one labeled *i*.

*i*
This record from the OMol25 dataset describes 7 unconnected molecules or ions with the total composition C30H32Cl6N4O8. The level of theory is ωB97M-V/def2-TZVPD.

```
! wB97M-V def2-TZVPD RIJCOSX def2/J DEFGRID3
* xyz 0 1
Cl 25.17 -6.14 3.82
Cl 30.04 -10.59 -2.20
Cl 24.21 -9.80 -5.35
Cl 21.77 -9.11 3.94
Cl 26.56 -8.76 -0.62
Cl 21.13 -10.05 -5.53
O 21.86 -12.92 -1.23
O 19.36 -11.28 -1.90
O 25.74 -10.14 5.78
O 26.91 -11.07 -4.24
O 21.08 -12.69 0.70
O 28.59 -12.58 -4.49
O 27.28 -9.80 7.21
O 18.47 -13.02 -2.87
N 27.47 -12.20 -4.15
N 21.97 -12.83 0.00
N 18.54 -12.21 -1.94
N 26.30 -10.45 6.83
C 24.30 -13.59 7.69
C 23.20 -11.84 1.93
C 16.60 -13.20 -0.72
C 22.91 -7.75 3.45
C 21.96 -10.81 -4.16
C 26.30 -11.90 8.79
C 27.21 -14.11 -2.47
C 28.32 -9.14 -0.79
C 23.21 -9.93 -3.93
C 15.79 -13.37 0.42
C 25.46 -11.05 1.79
C 24.27 -11.21 2.45
C 26.46 -15.04 -1.80
C 17.67 -12.31 -0.69
C 25.62 -11.74 0.52
C 24.98 -13.93 8.82
C 17.06 -11.77 1.59
C 25.73 -11.56 7.59
C 17.91 -11.61 0.45
C 26.70 -13.23 -3.47
C 23.23 -12.44 0.67
C 15.99 -12.59 1.52
C 24.51 -12.35 0.01
C 24.54 -14.30 -3.13
C 25.35 -13.40 -3.81
C 25.12 -15.07 -2.06
C 24.74 -12.36 7.08
C 28.32 -10.04 -1.95
C 25.93 -13.16 9.41
C 24.33 -7.81 4.05
H 24.35 -12.09 6.12
H 26.31 -13.45 10.37
H 22.16 -11.85 -4.43
H 18.75 -10.94 0.58
H 24.93 -8.59 3.59
H 15.34 -12.75 2.37
H 24.49 -12.76 -0.99
H 26.58 -11.65 0.03
H 27.11 -11.30 9.17
H 21.34 -10.88 -3.26
H 22.95 -8.92 -3.62
H 26.96 -15.79 -1.20
H 22.92 -7.60 2.37
H 28.83 -8.19 -0.92
H 24.85 -12.83 -4.59
H 15.05 -14.15 0.50
H 24.14 -8.00 5.10
H 24.22 -10.78 3.44
H 22.37 -11.83 2.62
H 27.73 -10.92 -1.72
H 17.26 -11.20 2.48
H 24.52 -15.83 -1.59
H 23.88 -10.39 -3.20
H 22.50 -6.78 3.70
H 28.23 -14.04 -2.11
H 23.58 -14.47 -3.59
H 26.34 -10.53 2.15
H 24.72 -14.84 9.33
H 16.41 -13.93 -1.49
H 23.53 -14.09 7.12
H 27.88 -9.48 -2.78
H 28.74 -9.67 0.07
*
```

Results
molecular weight	789.32	g mol⁻¹
E_HOMO	-0.3637	Eh
SMILES	O=[N+]([O-])c1ccccc1.O=[N+]([O-])c1ccccc1.O=[N+]([O-])c1ccccc1.O=[N+]([O-])c1ccccc1.ClCCCl.ClCCCl.ClCCCl

*ii*
This record from the OMol25 dataset describes 7 unconnected molecules or ions with the total composition C30H32Cl6N4O8. The level of theory is ωB97M-V/def2-TZVPD.

```
! wB97M-V def2-TZVPD RIJCOSX def2/J DEFGRID3
* xyz 0 1
Cl -0.69 -6.92 -0.75
Cl 0.41 -3.80 -8.27
Cl -4.52 -8.67 -1.25
Cl 2.09 -1.45 -9.39
Cl 5.59 -4.67 4.91
Cl 5.43 -0.27 3.88
O -4.44 -4.68 -5.39
O 0.02 -1.66 10.90
O 3.16 6.30 -6.63
O 0.57 2.56 -0.88
O 4.10 4.79 -5.37
O -0.41 1.65 -2.48
O 0.46 -0.69 9.06
O -6.68 -4.99 -5.16
N 3.89 5.97 -5.69
N -0.20 1.83 -1.28
N 0.06 -0.62 10.22
N -5.64 -4.34 -5.17
C -5.19 -1.95 -5.54
C -1.35 2.04 12.46
C 5.74 7.66 -2.77
C -0.97 3.05 10.31
C -1.53 -1.38 0.37
C -6.04 -0.26 -3.99
C 1.17 -2.62 -7.23
C -2.99 -7.72 -1.52
C -0.40 1.80 9.92
C 5.10 9.30 -4.32
C -5.84 -2.94 -4.79
C 0.04 -0.25 1.81
C 4.54 8.32 -5.16
C -0.69 -1.38 1.55
C -0.31 0.69 10.73
C -5.27 -0.61 -5.17
C 4.87 -2.93 4.81
C -0.72 0.80 12.03
C 1.23 -1.22 -7.86
C 5.77 8.94 -3.19
C 4.57 6.98 -4.77
C -6.66 -2.50 -3.71
C -1.40 -0.31 -0.47
C 5.68 -2.09 3.82
C 5.15 6.65 -3.58
C -0.56 0.83 -0.24
C -6.79 -1.19 -3.34
C -2.10 -7.99 -0.39
C 0.13 0.79 0.97
C -1.46 3.07 11.58
H 4.98 10.36 -4.50
H -1.65 2.19 13.49
H 5.16 5.65 -3.18
H 1.71 -0.49 -7.20
H -1.87 -0.30 -1.44
H -6.16 0.78 -3.76
H -7.57 -0.91 -2.64
H -4.88 0.08 -5.90
H 6.19 9.73 -2.59
H -0.70 -0.07 12.67
H -2.14 -2.26 0.20
H -2.62 -7.74 0.54
H 5.61 -2.46 2.79
H -1.91 3.97 11.97
H 6.21 7.38 -1.84
H -0.98 3.79 9.52
H 0.57 -0.23 2.75
H -2.44 -7.97 -2.43
H 5.01 -2.40 5.75
H 2.16 -3.00 -6.98
H -0.77 -2.26 2.18
H -0.12 1.66 8.88
H 0.26 -0.77 -8.09
H -4.57 -2.15 -6.41
H 3.96 8.73 -5.97
H -3.26 -6.66 -1.52
H 0.53 -2.63 -6.35
H 6.73 -2.35 3.96
H -7.18 -3.19 -3.06
H -1.71 -9.01 -0.33
H 3.82 -2.99 4.53
H 0.76 1.57 1.37
*
```

Results
molecular weight	789.32	g mol⁻¹
E_HOMO	-0.3641	Eh
SMILES	O=[N+]([O-])c1ccccc1.O=[N+]([O-])c1ccccc1.O=[N+]([O-])c1ccccc1.O=[N+]([O-])c1ccccc1.ClCCCl.ClCCCl.ClCCCl

Which structure is the most stable? The one labeled *i*.

*i*
This record from the OMol25 dataset describes a molecular structure, C2H6N3O. The level of theory is ωB97M-V/def2-TZVPD.

```
! wB97M-V def2-TZVPD RIJCOSX def2/J DEFGRID3
* xyz 1 1
O 0.75 -1.04 -0.62
N 2.22 0.47 -0.13
N 1.04 0.94 0.18
N -1.25 0.12 -0.27
C 0.09 0.10 0.01
C 2.06 -0.68 -0.66
H -1.39 -0.46 -1.10
H -1.89 -0.02 0.67
H 2.81 -1.29 -1.18
H -1.85 0.58 1.75
H -1.38 1.04 -0.69
H -1.21 0.23 2.04
*
```

Results
molecular weight	88.09	g mol⁻¹
E_HOMO	-0.5561	Eh

*ii*
This record from the OMol25 dataset describes 2 unconnected molecules or ions with the total composition C2H6N3O. The level of theory is ωB97M-V/def2-TZVPD.

```
! wB97M-V def2-TZVPD RIJCOSX def2/J DEFGRID3
* xyz 1 1
O 0.27 0.44 -0.56
N -0.98 -0.79 -1.98
N -0.24 0.06 -1.58
N 1.03 1.57 1.67
C 0.73 0.32 1.67
C -1.46 -1.55 -2.84
H -2.54 -1.43 -2.88
H 1.92 1.87 1.30
H -0.31 0.16 1.96
H 1.45 -0.36 1.19
H -0.84 -2.18 -3.27
H 0.50 2.34 2.05
*
```

Results
molecular weight	88.09	g mol⁻¹
E_HOMO	-0.4640	Eh

Which structure is the most stable? The one labeled *i*.